Entry 1:
Entry from the OMol25 dataset: a cluster of 4 separate species, C9H28FNO15P3S in total (ωB97M-V/def2-TZVPD).

```
58
C9H28FNO15P3S ωB97M-V/def2-TZVPD
O -2.28260 -1.80951 -6.62534
S -2.03811 -1.38530 -5.27107
O -1.59669 -2.39882 -4.33316
F -0.67229 -0.49235 -5.35489
N -3.00475 -0.32134 -4.65044
O -4.25903 -0.29994 -5.38438
H -4.77265 -1.01932 -4.99753
C 0.64163 -3.70881 -3.13651
O 1.63106 -4.03992 -2.12473
P 1.19310 -4.20922 -0.61811
O -0.10596 -4.84760 -0.40421
O 1.37875 -2.78484 0.05580
C 1.18827 -1.58731 -0.71197
O 2.43069 -4.96206 0.03055
C 2.41942 -6.39284 0.02883
H 1.15365 -3.14309 -3.90823
H 0.22012 -4.61861 -3.55470
H -0.16480 -3.10938 -2.72901
H 0.22316 -1.58670 -1.21809
H 1.98855 -1.47446 -1.44214
H 1.21379 -0.75931 -0.00831
H 3.42289 -6.72678 -0.22745
H 1.70445 -6.78746 -0.69195
H 2.15286 -6.75018 1.02248
C -3.15259 4.95590 -0.71687
O -1.95379 4.19057 -0.86368
P -2.05226 2.58763 -0.86580
O -3.38933 2.10940 -1.20407
O -1.49715 2.15257 0.55970
C -1.67458 2.96566 1.71090
O -0.82402 2.15877 -1.73187
C -0.88642 1.94471 -3.16130
H -2.88439 5.87612 -0.19995
H -3.56151 5.18940 -1.69905
H -3.90884 4.41555 -0.14919
H -2.72895 3.20016 1.87493
H -1.10347 3.89032 1.62055
H -1.30613 2.39061 2.55704
H -0.01363 2.44970 -3.57097
H -1.79776 2.34221 -3.60225
H -0.82987 0.88423 -3.38004
C 3.37207 0.34920 5.05776
O 2.74587 1.09417 4.00586
P 1.21520 1.52208 4.14538
O 0.77720 1.64046 5.53875
O 0.40870 0.53485 3.22365
C 0.82942 -0.81981 3.01821
O 1.12410 2.83096 3.27114
C 1.36701 4.09976 3.89036
H 4.12170 -0.28695 4.59269
H 3.84830 1.03496 5.75676
H 2.65274 -0.26116 5.60130
H 0.94771 -1.34151 3.96900
H 1.76364 -0.84721 2.45964
H 0.05093 -1.30977 2.44141
H 1.97113 4.68526 3.20150
H 1.88866 3.98871 4.84020
H 0.41477 4.59766 4.06292
```

The net charge is -1. Its frontier orbital gap is 0.25430 hartree.

Entry 2:
Entry from the OMol25 dataset: a structure of composition C12H11CsN3O4S (ωB97M-V/def2-TZVPD).

```
32
C12H11CsN3O4S ωB97M-V/def2-TZVPD
C -1.42010 2.75266 1.59757
S -0.28853 1.86604 0.37461
O 0.89369 1.39511 1.22471
O 0.09770 2.91992 -0.64427
C -1.30430 0.46203 -0.32417
C -1.42465 -0.70289 0.84538
N -1.70912 -1.75865 1.45967
O -0.84254 -0.05927 -1.60933
C 0.61544 -0.01547 -1.74708
O 1.07647 0.75263 -2.65250
C 1.69924 -0.86037 -0.88267
C 1.45251 -2.22443 -0.08140
C 2.66115 -2.88575 0.76716
C 4.08921 -2.19683 0.80041
C 4.35280 -0.86146 0.00356
C 3.15839 -0.23610 -0.80128
C -2.80766 1.08372 -0.61303
N -3.81600 0.69941 0.40609
C -3.30870 0.45643 -2.02004
N -3.64874 0.04383 -3.11332
H -2.28681 3.29070 1.05376
H -1.84080 1.95621 2.31130
H -0.83190 3.50302 2.23071
H 0.38874 -2.70535 -0.11655
H 2.46644 -3.85481 1.37335
H 4.96356 -2.63513 1.40691
H 5.35236 -0.29924 -0.03125
H 3.35116 0.75293 -1.35623
H -2.74940 2.22961 -0.80085
H -4.10308 -0.28677 0.33796
H -3.55147 0.97497 1.36196
Cs -0.68508 -3.55672 -0.76114
```

The net charge is +1. Its frontier orbital gap is 0.30225 hartree.

Entry 3:
Entry from the OMol25 dataset: a structure of composition C38H45As3Cl2CrF2NO10Si2 (ωB97M-V/def2-TZVPD).

```
104
C38H45As3Cl2CrF2NO10Si2 ωB97M-V/def2-TZVPD
Cr -1.09009 -0.58536 -0.12323
Cl -4.56628 -5.26877 4.32499
C -3.47994 -4.27059 3.41295
C -2.10256 -4.37148 3.64521
C -1.22334 -3.59292 2.94178
Cl 0.47566 -3.76748 3.23335
C -1.64661 -2.63908 1.96706
O -0.78411 -1.90893 1.35951
C -3.05213 -2.58984 1.74218
C -3.64894 -1.69581 0.79483
O -3.08452 -0.90571 0.02840
C -3.94537 -3.39903 2.47205
H -1.72879 -5.06868 4.38222
H -4.74664 -1.72511 0.74727
H -5.00816 -3.31559 2.28459
F -1.54851 3.67429 -3.49491
C -1.60571 2.33528 -3.32003
C -1.27635 1.80200 -2.08764
C -1.33857 0.42870 -1.89426
C -1.65556 -0.40426 -2.98729
C -1.98514 0.18999 -4.19992
F -2.31185 -0.56210 -5.27668
C -1.98585 1.55733 -4.39225
C -1.46972 -1.85027 -2.78290
C -1.62716 -2.84835 -3.74556
C -1.32381 -4.15730 -3.42369
C -0.86997 -4.46949 -2.15096
C -0.75812 -3.44046 -1.23944
N -1.05157 -2.17707 -1.54294
H -0.98208 2.46793 -1.28720
H -2.24547 1.98574 -5.34877
H -1.97031 -2.59572 -4.73336
H -1.43933 -4.93192 -4.17047
H -0.61521 -5.47997 -1.86568
H -0.41918 -3.60599 -0.22511
C 2.95964 3.55879 2.06755
O 2.73001 2.41910 1.22969
C 2.45558 2.69757 -0.04642
O 2.53441 3.80402 -0.52850
C 1.98702 1.53608 -0.84865
C 2.29436 1.50992 -2.15861
As 4.19681 1.45369 -2.62110
C 5.15098 2.26506 -1.12325
C 4.10181 -0.40639 -1.79826
C 3.16818 -1.00197 -1.05109
As 1.52901 -0.22064 -0.18295
C 2.20445 -0.29354 1.63609
C 3.33804 -2.45980 -0.78651
O 4.21167 -3.15328 -1.24223
O 2.30665 -2.95368 -0.08448
C 2.34766 -4.37322 0.11795
C 5.38824 -1.07199 -2.20755
O 6.38119 -0.90996 -1.55115
O 5.44879 -1.64969 -3.41125
C 4.24079 -1.87171 -4.14464
C 1.56795 0.65625 -3.16994
O 1.31791 -0.51861 -3.06861
O 1.32582 1.27725 -4.33000
C 1.43864 2.70640 -4.42613
H 3.15880 3.15742 3.05632
H 2.06844 4.18453 2.08058
H 3.80851 4.13551 1.70486
H 5.11783 3.34824 -1.22123
H 6.17417 1.90614 -1.23558
H 4.77731 1.95099 -0.15249
H 3.26146 -0.04311 1.67519
H 2.02457 -1.31455 1.97056
H 1.62431 0.40061 2.23225
H 1.49637 -4.60638 0.74823
H 3.27666 -4.65473 0.61010
H 2.28205 -4.88535 -0.84136
H 4.52716 -2.48939 -4.99033
H 3.82826 -0.92851 -4.50821
H 3.49963 -2.39268 -3.54313
H 0.76632 2.99789 -5.22862
H 2.46335 2.98089 -4.68009
H 1.13644 3.19730 -3.50243
C -3.53964 3.41587 -0.31145
Si -2.77033 3.04830 1.36508
C -2.00406 4.66623 1.94682
C -4.23763 2.58968 2.45594
As -1.06132 1.43220 1.38336
Si -1.32873 0.84877 3.64242
C 0.09445 -0.18608 4.30628
C -2.92324 -0.09184 4.05094
C -1.28086 2.39949 4.71701
H -4.38528 4.08273 -0.11719
H -3.92176 2.52344 -0.80800
H -2.87183 3.93291 -0.99879
H -2.74637 5.46813 1.91656
H -1.18811 4.93913 1.27381
H -1.60191 4.61226 2.95700
H -4.98713 3.38378 2.40775
H -3.98842 2.42881 3.50352
H -4.70186 1.67548 2.08012
H 0.35441 -1.02883 3.67267
H -0.18792 -0.57017 5.29076
H 0.98857 0.42617 4.43971
H -3.66862 -0.01929 3.26081
H -3.37238 0.30346 4.96536
H -2.71162 -1.14913 4.22186
H -0.35786 2.95673 4.54770
H -1.28708 2.07357 5.76148
H -2.11944 3.07974 4.57982
```

The net charge is 0. Its frontier orbital gap (spin up / spin down) is 0.22724 / 0.22813 hartree. The energy above the lowest of the compared OMol25 structures with the same formula, charge and spin comes out at 119.4 kJ/mol. As for the expectation value of S²: 3.832. As for the spin multiplicity: 4.

Entry 4:
Entry from the OMol25 dataset: a cluster of 16 separate species, C19H71N31O16 in total (ωB97M-V/def2-TZVPD).

```
137
C19H71N31O16 ωB97M-V/def2-TZVPD
C 1.53552 -1.08525 -0.46961
C 0.80583 -0.05552 0.37349
C -0.71286 -0.15953 0.31143
O -1.11788 0.17860 -1.00582
C -2.49929 -0.00869 -1.22790
N 1.24050 -0.20630 1.75904
H 1.13054 -2.09035 -0.30276
H 2.60872 -1.14811 -0.26956
H 1.45857 -0.83943 -1.52274
H 1.04228 0.92364 -0.06190
H -1.04846 0.71697 0.89354
H -1.10862 -1.07636 0.75578
H -2.84348 0.52645 -2.11654
H -3.19782 0.36046 -0.47273
H -2.65328 -1.08019 -1.38397
H 2.22141 0.07386 1.79449
H 0.69110 0.39478 2.36625
C -4.06233 -3.25762 1.15969
O -4.83820 -3.15942 2.10379
N -2.75698 -3.62987 1.33005
N -4.43537 -2.93682 -0.11034
H -2.13754 -3.73161 0.54797
H -2.54823 -4.04710 2.21984
H -5.29025 -2.43565 -0.29158
H -3.73901 -3.06955 -0.82015
C -6.51245 0.41201 0.69822
O -7.27329 -0.51720 0.52565
N -6.11622 0.93400 1.90479
N -5.88803 1.05024 -0.36094
H -5.42113 1.65778 1.88433
H -6.44463 0.58578 2.78483
H -5.95394 0.69103 -1.30128
H -5.39034 1.91517 -0.25557
C -3.04386 0.47010 3.74058
O -3.73756 1.47310 3.80526
N -1.90926 0.25793 4.47577
N -3.33521 -0.61009 2.94751
H -1.32492 -0.47055 4.09439
H -1.46340 0.86933 5.12953
H -3.24494 -1.47475 3.46275
H -4.15536 -0.56440 2.36577
C 3.19811 -5.03117 -1.02310
O 3.03275 -4.35254 -0.01872
N 2.79175 -4.63402 -2.25539
N 3.80154 -6.27532 -0.97382
H 2.23229 -3.80917 -2.39421
H 2.78302 -5.28634 -3.01999
H 4.31028 -6.47237 -1.82012
H 4.21285 -6.38276 -0.05950
C 0.77701 -3.60795 3.12962
O 0.40227 -4.67899 3.57660
N -0.06771 -2.60740 2.74080
N 2.05846 -3.30559 2.75639
H 0.29032 -1.68283 2.49026
H -1.06694 -2.67981 2.78664
H 2.80106 -3.96881 2.85346
H 2.24337 -2.53558 2.13439
C 4.46999 1.30305 2.25816
O 4.10796 0.37615 1.53088
N 5.34051 1.17119 3.29108
N 4.05055 2.57397 2.01170
H 5.73083 0.27424 3.51899
H 5.68120 1.94441 3.83076
H 3.50949 2.70730 1.17358
H 4.30200 3.31599 2.63572
C -4.78317 -1.42859 -3.79345
O -5.11498 -1.13631 -2.65811
N -4.80743 -2.74035 -4.24207
N -4.33721 -0.54500 -4.72668
H -4.87452 -2.96284 -5.21634
H -5.21491 -3.34326 -3.54631
H -4.05645 -0.83454 -5.64286
H -4.21132 0.41514 -4.44417
C 0.54186 0.74761 -4.42568
O -0.25752 1.67253 -4.28599
N 0.49180 -0.38775 -3.67922
N 1.60347 0.81869 -5.28706
H 1.14290 -1.14179 -3.87582
H -0.29441 -0.39252 -3.05021
H 1.79001 1.61787 -5.85802
H 2.00127 -0.08181 -5.50317
C 3.72930 -1.86779 -3.49533
O 2.70577 -2.13495 -4.12326
N 4.86436 -2.63181 -3.53874
N 3.90579 -0.73412 -2.74801
H 5.74675 -2.16009 -3.45663
H 4.82178 -3.52854 -3.98366
H 3.16854 -0.07853 -2.56277
H 4.68022 -0.81923 -2.11130
C 1.84229 1.07496 5.14489
O 1.22869 1.53068 4.18714
N 1.86212 1.69406 6.36037
N 2.36297 -0.19605 5.12322
H 2.52790 1.38732 7.04663
H 1.43551 2.59388 6.47162
H 2.25031 -0.66343 4.23660
H 3.10694 -0.41026 5.76084
C -0.21070 4.81780 2.94689
O -0.49885 5.86064 2.38710
N -0.10609 4.65667 4.31855
N -0.02643 3.63408 2.27950
H 0.26247 5.39484 4.88616
H -0.14344 3.72351 4.68428
H 0.33279 2.81601 2.73997
H -0.08066 3.71000 1.27585
C 6.00558 -2.96186 1.45226
O 7.01736 -2.61203 2.05349
N 5.14026 -3.91597 1.90488
N 5.61049 -2.30888 0.31208
H 4.25425 -3.90094 1.41420
H 5.50170 -4.58554 2.55461
H 4.78776 -2.60509 -0.18245
H 6.34146 -1.70112 -0.00898
C 3.57106 3.65623 -1.37247
O 4.78656 3.67327 -1.26041
N 2.80853 4.68347 -1.84416
N 2.79387 2.60753 -0.94565
H 3.18639 5.47217 -2.33284
H 1.80891 4.56055 -1.92259
H 3.20677 1.80802 -0.49628
H 1.79244 2.65323 -1.07681
C -1.11088 3.92044 -0.92478
O 0.11947 4.00248 -0.99622
N -1.82108 3.06290 -1.69708
N -1.85580 4.70399 -0.10302
H -2.81384 2.93429 -1.62972
H -1.33742 2.36506 -2.25292
H -2.84783 4.57053 -0.05553
H -1.46554 5.50763 0.36482
C -4.95175 2.87053 -4.31106
O -4.13492 2.52544 -3.46836
N -6.05707 2.15583 -4.63323
N -4.78522 4.04756 -5.02444
H -6.76941 2.48987 -5.25321
H -6.24786 1.39673 -3.99848
H -3.83389 4.36365 -5.02921
H -5.61135 4.42083 -5.44681
```

The net charge is 0. Its frontier orbital gap is 0.34310 hartree. The energy above the lowest of the compared OMol25 structures with the same formula, charge and spin comes out at 0.0 kJ/mol.

Entry 5:
Entry from the OMol25 dataset: a structure of composition C11H18CoN3O6P (ωB97M-V/def2-TZVPD).

```
40
C11H18CoN3O6P ωB97M-V/def2-TZVPD
O 0.64768 -1.06062 -4.91880
C -0.33215 -0.91233 -4.37959
Co -3.07614 -0.19923 -2.33906
O -4.96308 -0.48115 -4.52703
C -4.18567 -0.34342 -3.68504
C -3.40999 0.26479 -0.82492
O -3.66676 0.59729 0.25326
C -2.38997 1.50058 -2.66222
O -1.81256 2.49988 -2.82060
C -2.87442 -2.01614 -2.00580
O -2.62435 -3.14341 -1.80838
C -0.09385 2.40543 1.26359
N 0.75378 1.57554 0.41643
C 1.27394 2.23063 -0.76938
P 0.71438 -0.11327 0.34956
O 0.20891 -0.70743 -0.89132
N 2.30967 -0.60317 0.62120
C 2.63980 -1.92244 0.13741
C 3.24367 0.12807 1.47861
N -0.24830 -0.48876 1.68180
C -1.17347 -1.62694 1.52673
C 0.26902 -0.32832 3.02003
H -0.36836 3.30110 0.70181
H 0.46075 2.72772 2.16054
H -1.01579 1.89270 1.57027
H 2.34483 2.45083 -0.63814
H 1.14000 1.61211 -1.67480
H 0.73069 3.17049 -0.92758
H 1.97504 -2.13790 -0.71706
H 3.68392 -2.00466 -0.22121
H 2.46430 -2.71660 0.88893
H 4.27193 0.02997 1.11220
H 2.97605 1.19772 1.45987
H 3.21387 -0.20290 2.52732
H -0.63599 -2.58059 1.46488
H -1.83488 -1.63258 2.39203
H -1.76833 -1.48705 0.61624
H 1.13324 -0.98430 3.22576
H 0.55900 0.71180 3.23262
H -0.54039 -0.60345 3.70983
```

The net charge is +3. Its frontier orbital gap (spin up / spin down) is 0.33673 / 0.20390 hartree. The energy above the lowest of the compared OMol25 structures with the same formula, charge and spin comes out at 22.4 kJ/mol. As for the expectation value of S²: 6.033. As for the spin multiplicity: 5.

Entry 6:
Entry from the OMol25 dataset: a structure of composition CHNOS (ωB97M-V/def2-TZVPD).

```
5
CHNOS ωB97M-V/def2-TZVPD
C 0.44233 0.05398 0.43575
N -0.69726 0.17117 -1.04006
O -1.55435 -0.62999 -0.97427
S 1.55605 1.17222 0.47975
H 0.25323 -0.76738 1.09883
```

The net charge is 0. Its frontier orbital gap is 0.27020 hartree. The energy above the lowest of the compared OMol25 structures with the same formula, charge and spin comes out at 237.3 kJ/mol.